Record 1
20
Properties=species:S:1:pos:R:3:forces:R:3:mulliken_charge:R:1 method="wB97M-V/def2-TZVPD" de_lowest_kcal_mol=22.0 e_tot_ha=-762.6179 e_lumo_ev=0.60 spin_multiplicity=1 homo_lumo_gap_ev=9.75 smiles=NCCS.O.O.O
H 1.867 2.060 -1.046 0.356 -0.186 -0.523 0.347
H -3.475 -3.741 4.756 0.296 -0.428 -0.204 0.322
O -2.763 -3.166 5.033 -0.318 0.998 0.466 -0.640
H 0.450 -1.455 0.130 0.213 -0.381 0.039 0.253
H 0.458 4.034 0.283 0.334 0.475 0.152 0.318
H 0.959 1.042 0.616 0.077 -0.169 0.034 0.341
H -0.417 0.616 -0.306 -0.173 -1.042 -0.183 0.468
H -0.708 -1.733 -3.168 -0.366 0.038 0.234 0.311
S 0.044 2.057 -2.591 0.262 0.378 0.539 -0.249
C 0.660 0.478 -0.273 1.956 0.834 -0.241 -0.558
C 1.301 1.228 -1.468 -1.450 1.072 -0.403 -0.652
O 0.558 3.405 1.006 -0.454 -0.075 -0.652 -0.637
H -0.081 -2.112 -1.874 0.220 0.061 0.345 0.315
H -0.043 2.732 0.659 0.030 -0.174 0.469 0.326
N 1.212 -0.887 -0.224 -1.944 -0.511 -0.205 -0.707
O -0.938 -1.868 -2.235 0.193 0.032 -0.609 -0.645
H 1.972 -1.028 0.417 0.267 0.473 0.250 0.219
H -0.965 1.225 -2.353 -0.161 -0.283 0.006 0.109
H -1.901 -3.534 4.861 0.023 -0.572 -0.263 0.318
H 1.809 0.649 -2.224 0.638 -0.538 0.750 0.443


Record 2
87
Properties=species:S:1:pos:R:3:forces:R:3:mulliken_charge:R:1 method="wB97M-V/def2-TZVPD" e_tot_ha=-1865.7784 e_lumo_ev="-1.67 / -1.67" spin_multiplicity=3 homo_lumo_gap_ev="7.48 / 7.69"
C 4.341 -6.173 0.315 0.158 -0.417 0.527 -0.935
H -3.758 2.047 0.503 0.019 0.063 0.125 0.405
O 2.353 -0.344 -2.666 1.608 3.077 1.414 -0.507
C -0.142 4.633 1.940 -0.547 0.520 -0.274 -1.762
H -0.036 5.040 0.928 -0.214 0.067 0.219 0.341
C -4.022 4.998 2.392 -1.740 0.037 0.865 1.848
C -1.787 -4.780 1.074 1.482 -3.983 -0.950 -0.433
C -4.944 6.236 2.144 0.708 0.198 -0.313 -1.864
H 1.268 -3.032 0.899 -1.624 -0.635 -1.853 0.319
H 0.198 5.393 2.653 -0.145 -0.095 -0.134 0.511
H 1.777 3.924 -3.409 -0.006 -0.072 0.002 0.277
C 1.727 1.659 -1.613 -0.721 0.942 1.665 2.138
H 5.030 -6.679 -0.511 -1.621 1.329 1.620 0.270
C 0.530 -6.144 -0.092 -3.838 -0.603 1.156 -0.097
C -2.036 3.138 1.192 -0.261 0.192 -0.084 -0.642
H -0.669 2.740 3.627 -0.103 0.243 -0.234 0.418
H -3.623 2.109 2.248 0.029 0.060 -0.035 0.298
H 4.755 2.540 -1.943 -0.180 -0.006 -0.198 0.322
H 2.703 3.646 -1.371 0.050 -0.128 0.002 0.355
C 2.289 2.836 -0.769 0.174 0.169 -0.149 -1.634
C 4.392 0.579 -4.279 -0.499 -0.470 0.414 -1.896
H -3.665 4.854 4.571 -0.067 -0.093 -0.244 0.325
H -0.390 -10.193 1.775 -0.579 0.205 -1.731 0.338
H -5.446 3.573 1.530 0.147 0.279 0.169 0.367
H -1.392 2.250 1.249 0.035 0.272 0.200 0.020
H 1.831 -6.867 -1.506 -0.023 1.311 1.003 0.419
H 0.553 3.788 2.004 -0.388 -0.042 0.148 0.416
H 2.937 2.753 -5.216 0.182 -0.204 0.237 0.341
H 4.924 1.111 -5.079 -0.244 0.198 0.359 0.467
H 1.500 3.295 -0.161 0.017 -0.293 -0.222 -0.049
C -0.685 -2.166 -0.126 -3.058 0.768 -6.657 0.455
C 2.436 2.143 -4.452 -0.257 -0.195 0.149 -1.305
H 3.826 -0.217 -4.773 -0.026 0.091 0.308 0.344
C -2.555 -6.229 1.328 4.297 -0.271 -2.014 -0.508
H -6.000 5.976 2.292 0.376 -0.269 0.118 0.455
H 5.148 0.116 -3.632 -0.198 0.089 -0.077 0.454
C 4.458 2.674 -2.990 0.152 0.165 0.336 -1.728
H 2.314 -6.612 1.364 1.216 -0.463 -2.082 0.307
H -4.418 4.351 0.341 0.086 0.142 0.218 0.388
C 2.814 -6.812 0.313 1.141 0.143 1.084 -0.155
H -4.704 7.049 2.842 0.022 -0.180 -0.149 0.453
H -4.498 3.440 3.899 0.129 0.009 0.005 0.319
H 0.595 3.257 -4.516 0.114 -0.012 0.085 0.417
C -1.477 3.482 3.637 -0.253 -0.074 0.126 -1.765
H 1.942 1.326 -4.996 0.176 -0.049 0.207 0.408
H -1.894 3.549 0.184 0.024 0.174 0.171 0.399
H 4.037 3.675 -3.101 -0.058 -0.038 0.112 0.324
H 0.388 -0.021 -1.022 0.295 0.228 -0.091 0.144
C -4.399 4.524 3.826 0.155 -0.047 0.368 -1.763
O -1.309 -2.072 -1.316 4.143 -0.367 8.878 -0.506
C 0.702 2.209 -2.639 0.130 -0.181 -0.273 -0.916
C -3.491 2.706 1.338 0.035 -0.090 0.057 -0.770
H 1.032 -3.361 -1.034 -1.173 0.086 2.506 0.324
H -1.240 4.205 4.425 -0.079 -0.045 -0.177 0.344
C 1.358 2.981 -3.778 0.003 0.099 0.082 -0.629
C 3.484 1.556 -3.464 1.540 0.742 -0.939 1.823
O -3.350 -9.557 1.159 8.354 1.460 -0.916 -0.508
H 5.397 2.674 -3.557 -0.357 -0.139 -0.063 0.476
C 0.516 -3.318 0.036 -1.423 0.129 0.494 -0.079
C -1.606 4.181 2.256 1.514 -1.056 0.806 1.486
H -3.618 -6.355 1.801 2.364 0.461 -1.038 0.338
H -4.871 6.624 1.123 0.248 -0.070 0.198 0.348
H 4.338 -4.994 0.242 -0.121 -2.518 -0.123 0.232
H 0.120 1.383 -3.068 0.202 -0.069 0.151 0.466
C 0.957 0.794 -0.562 0.342 -0.466 -0.611 -1.350
F -1.067 -1.214 0.942 1.307 -2.951 -2.665 -0.250
O 1.090 -9.689 -0.853 -5.937 3.929 5.485 -0.511
C 0.168 -9.125 -0.047 2.953 -1.333 -2.344 0.060
N 2.851 0.910 -2.265 -2.787 -3.460 -2.512 0.233
H -2.372 2.935 3.935 0.002 0.140 -0.024 0.365
C -0.281 -4.754 0.355 -0.844 -2.586 0.393 0.250
C -1.735 -7.577 0.883 2.541 1.987 -0.876 0.070
H -2.353 -3.798 1.424 1.533 -2.213 -0.964 0.224
H 3.068 2.490 -0.079 -0.092 -0.020 -0.160 0.455
H 1.646 0.361 0.173 -0.015 0.076 -0.156 0.660
H 4.847 -6.428 1.354 -1.093 0.407 -2.097 0.291
C -4.418 3.914 1.349 0.305 0.060 -0.165 -1.291
C -2.082 -9.176 0.986 -5.075 1.217 0.908 0.230
O -2.341 6.162 1.233 -0.412 -1.867 3.251 -0.500
H 2.872 -7.975 0.137 -0.156 2.333 0.399 0.230
H -5.357 4.941 4.163 0.168 -0.056 -0.345 0.488
N 1.902 -6.144 -0.732 -2.005 -1.765 1.366 -0.336
N -0.794 -9.967 0.817 -0.651 1.780 -0.319 -0.300
H 0.229 1.401 -0.010 0.289 0.133 -0.269 -0.179
C -0.238 -7.559 0.214 -2.314 2.553 0.818 0.338
H -0.024 2.862 -2.137 0.222 -0.179 0.182 0.093
N -2.559 5.335 2.350 0.198 1.510 -4.861 0.285


Record 3
46
Properties=species:S:1:pos:R:3:forces:R:3:mulliken_charge:R:1 method="wB97M-V/def2-TZVPD" total_charge=+2 e_tot_ha=-6653.3059 e_lumo_ev="-7.88 / -8.86" spin_multiplicity=1 homo_lumo_gap_ev="6.57 / 4.85"
C -2.001 4.632 -3.060 -0.132 0.171 0.075 -0.575
C 2.824 -0.561 0.187 0.059 0.072 0.078 -0.287
C -1.486 1.384 -1.209 0.030 -0.385 0.427 1.130
H -4.220 5.165 -0.539 0.003 -0.031 0.023 0.478
H -1.616 5.113 -3.949 0.017 -0.019 -0.002 0.453
H -2.800 -5.445 2.654 0.005 0.012 0.018 0.461
C -2.241 -4.760 2.031 0.092 -0.075 -0.032 -0.317
H -0.041 0.356 1.449 0.035 0.029 0.038 0.472
Br 5.274 -2.464 -2.618 0.000 0.061 0.095 -0.001
H -3.369 -0.935 1.159 0.039 0.066 0.013 0.384
C 3.270 -1.355 -0.963 0.097 -0.003 0.002 1.152
C -3.470 4.698 -1.163 -0.093 0.024 -0.030 -0.593
H 0.540 -4.524 0.130 -0.016 -0.029 -0.021 0.471
H -3.212 1.844 0.252 0.130 -0.130 -0.007 0.589
H -0.763 2.865 -3.288 0.000 0.030 -0.017 0.470
H -0.681 -6.161 1.550 0.032 0.013 0.007 0.402
O -0.468 0.918 -1.793 0.049 0.074 -0.059 -0.848
C -1.524 3.357 -2.698 0.052 -0.124 0.107 -0.375
C -2.695 -3.464 1.826 -0.052 0.098 0.003 -0.833
H 6.654 -1.031 -0.444 0.000 -0.005 0.002 0.475
C 4.693 -1.484 -1.156 -0.058 -0.141 -0.149 -0.379
H 3.914 1.235 2.839 -0.008 -0.013 0.017 0.394
N -1.725 -0.491 -0.007 0.306 -0.342 -0.017 0.210
O -3.601 2.799 0.179 -0.123 0.131 0.052 -0.495
C 3.746 0.020 1.066 -0.095 -0.022 -0.027 0.823
H -3.302 6.288 -2.557 0.019 0.001 -0.019 0.441
C -1.962 -2.625 1.003 0.024 -0.200 0.015 0.686
C -2.964 5.301 -2.272 0.093 -0.024 -0.096 -0.447
C 5.593 -0.909 -0.278 -0.007 0.046 0.034 -0.307
C 1.876 0.883 2.294 0.019 -0.005 0.017 -1.124
C 3.236 0.763 2.141 0.033 0.008 0.018 -0.538
N 1.493 -0.425 0.337 -0.236 -0.030 -0.246 0.270
Br 6.417 0.559 1.958 -0.058 -0.030 -0.058 -0.078
C 1.034 0.276 1.365 -0.012 -0.013 -0.019 -0.157
C -0.387 -4.249 0.620 0.020 0.049 -0.077 -0.163
C -2.011 2.718 -1.592 0.142 0.173 -0.163 0.316
N -0.824 -3.013 0.407 0.244 0.251 -0.072 0.010
H 1.458 1.441 3.119 -0.025 0.000 -0.014 0.441
C -1.066 -5.160 1.420 -0.106 -0.006 0.045 -0.752
C 5.151 -0.177 0.810 0.108 0.024 0.055 -0.028
O 2.430 -1.878 -1.713 -0.011 0.025 -0.010 -0.702
C -3.040 3.376 -0.820 -0.012 -0.048 0.007 0.514
N -2.169 0.774 -0.248 -0.345 0.430 -0.269 -0.912
Sn 0.062 -1.282 -1.460 -0.207 -0.227 0.284 0.922
C -2.422 -1.262 0.733 -0.037 0.122 0.016 -0.445
H -3.603 -3.110 2.297 -0.017 -0.012 -0.042 0.392